# 1
Here is a molecular structure, C15H46ClNO10 from the OMol25 dataset. Energies are from wB97M-V/def2-TZVPD.

The geometry in XYZ format:
```
73
Properties=species:S:1:pos:R:3
N 1.84 2.10 -0.48
H 1.19 1.34 -0.61
H 2.32 2.27 -1.35
H 2.53 1.86 0.22
H 1.34 2.96 -0.28
Cl -0.13 0.04 0.11
O -0.42 0.48 1.53
O -0.35 -1.39 -0.03
O -0.97 0.79 -0.79
O 1.27 0.31 -0.11
O 1.31 0.35 2.43
H 0.48 0.29 1.95
H 1.16 -0.14 3.23
C 1.08 -2.80 1.43
C 2.19 -2.81 0.37
C 3.27 -1.83 0.78
O 2.62 -4.13 0.21
H 1.45 -3.10 2.42
H 0.18 -3.38 1.26
H 0.55 -1.86 1.56
H 1.84 -2.43 -0.59
H 3.63 -2.04 1.79
H 2.89 -0.81 0.76
H 4.22 -2.09 0.32
H 1.78 -4.57 0.07
C -1.46 3.23 -0.05
C -0.67 3.74 -1.23
C -0.64 5.23 -1.25
O 0.72 3.36 -1.08
H -2.53 3.39 -0.10
H -1.03 3.61 0.87
H -1.24 2.16 -0.06
H -1.20 3.34 -2.09
H -0.34 5.55 -2.25
H 0.14 5.70 -0.66
H -1.58 5.65 -0.88
H 1.04 3.54 -1.97
C -2.94 1.24 0.89
C -3.45 0.56 -0.39
C -3.44 1.46 -1.63
O -2.63 -0.47 -0.79
H -1.98 1.75 0.81
H -2.93 0.66 1.82
H -3.63 2.06 1.08
H -4.40 0.04 -0.27
H -2.42 1.81 -1.82
H -4.02 2.38 -1.58
H -3.73 0.94 -2.54
H -1.77 -0.10 -0.99
C -1.40 -3.32 3.60
C -1.15 -2.51 2.34
C -2.31 -1.48 1.97
O -0.10 -1.59 2.60
H -0.64 -4.10 3.66
H -2.40 -3.74 3.67
H -1.09 -2.86 4.54
H -0.73 -3.26 1.67
H -2.00 -0.75 1.22
H -2.66 -0.92 2.84
H -3.20 -1.99 1.61
H -0.18 -0.96 1.88
C 1.36 -0.23 -3.12
C 2.03 -1.38 -2.38
C 3.36 -1.85 -2.92
O 2.30 -0.89 -1.09
H 0.27 -0.35 -3.10
H 1.80 -0.23 -4.12
H 1.58 0.76 -2.73
H 1.32 -2.20 -2.29
H 3.26 -2.52 -3.78
H 4.07 -2.31 -2.24
H 3.87 -0.93 -3.18
H 1.47 -0.62 -0.68
```

LUMO ... -0.609 eV
Charge ... 0

---

# 2
Here is a molecular structure, C15H48BFeMnO19S3 from the OMol25 dataset. Energies are from wB97M-V/def2-TZVPD.

The geometry in XYZ format:
```
88
Properties=species:S:1:pos:R:3
Mn 1.76 1.13 3.38
Fe -2.60 -0.53 0.32
S -4.48 -2.61 2.34
O -4.98 -3.82 1.71
O -3.69 -1.78 1.34
O -5.60 -1.80 2.83
O -3.59 -2.81 3.47
S -0.78 0.42 5.55
O -1.98 0.17 4.73
O -0.89 1.49 6.53
O -0.50 -0.89 6.15
O 0.28 0.75 4.56
S 0.03 -0.18 0.71
O -0.95 -1.12 1.25
O -1.02 0.56 -0.08
O 0.63 0.62 1.79
O 1.01 -0.73 -0.23
B -3.85 0.33 -1.09
H -4.17 -0.71 -0.86
H -2.82 0.33 -1.58
H -4.52 0.86 -1.83
H -3.84 0.89 -0.13
C -0.73 -4.21 2.37
O -0.72 -3.01 3.16
H 0.32 -4.48 2.21
H -1.19 -5.01 2.95
H -1.30 -4.20 1.44
H -0.51 -2.36 2.47
C 2.11 2.02 -1.56
O 2.71 1.18 -0.57
H 2.78 2.25 -2.39
H 1.22 1.50 -1.91
H 1.84 2.98 -1.11
H 2.27 0.29 -0.50
C -3.22 1.90 2.23
O -2.82 0.55 2.09
H -2.93 2.43 1.33
H -4.31 1.98 2.27
H -2.90 2.32 3.18
H -2.46 0.18 2.96
C -1.85 3.29 -1.60
C -2.16 4.49 -2.46
C -1.11 5.54 -2.38
O -2.24 4.04 -3.80
H -1.83 3.66 -0.57
H -0.84 2.88 -1.63
H -2.56 2.48 -1.76
H -3.13 4.90 -2.14
H -1.32 6.42 -2.98
H -0.18 5.07 -2.70
H -1.07 5.82 -1.33
H -3.01 3.46 -3.80
C 5.65 1.27 1.46
C 4.70 2.41 1.89
C 4.94 3.61 0.98
O 3.40 1.85 1.83
H 5.43 0.41 2.11
H 6.71 1.51 1.55
H 5.40 0.89 0.47
H 4.84 2.75 2.92
H 6.00 3.84 0.89
H 4.47 4.50 1.41
H 4.56 3.34 -0.01
H 3.14 1.73 0.89
C -0.87 -3.63 -2.21
C -1.65 -2.34 -2.21
C -2.66 -2.23 -3.29
O -2.27 -2.22 -0.91
H -1.61 -4.43 -2.28
H -0.19 -3.82 -1.39
H -0.40 -3.69 -3.20
H -0.90 -1.59 -2.50
H -3.20 -1.29 -3.21
H -3.42 -3.01 -3.25
H -2.01 -2.31 -4.17
H -2.68 -3.09 -0.85
C 2.68 -2.30 -2.77
C 3.23 -3.37 -1.81
C 4.50 -2.81 -1.16
O 2.27 -3.57 -0.77
H 2.41 -1.36 -2.27
H 1.82 -2.53 -3.41
H 3.45 -2.08 -3.52
H 3.48 -4.32 -2.28
H 4.45 -1.87 -0.60
H 5.37 -2.87 -1.82
H 4.67 -3.56 -0.38
H 1.98 -2.71 -0.45
```

Energy above the lowest of the compared OMol25 structures with the same formula, charge and spin ... 58.9 kcal per mole
LUMO (alpha / beta) ... 2.762 / 2.284 eV
Charge ... -2
Spin multiplicity ... 11

---

# 3
Here is 10 unconnected molecules or ions with the total composition C15H48ClO13 from the OMol25 dataset. Energies are from wB97M-V/def2-TZVPD.

The geometry in XYZ format:
```
77
Properties=species:S:1:pos:R:3
Cl 0.77 0.36 0.17
O 1.07 1.73 -0.10
O -0.28 -0.08 -0.67
O 1.99 -0.36 -0.02
O 0.40 0.05 1.55
C -0.60 1.46 4.54
C -1.37 2.85 4.52
C -1.91 3.10 3.06
O -2.56 2.73 5.27
H 0.32 1.49 3.97
H -1.31 0.68 4.25
H -0.32 1.15 5.55
H -0.78 3.68 4.90
H -2.52 4.00 3.09
H -2.50 2.27 2.69
H -1.09 3.31 2.37
H -2.34 2.23 6.06
C 0.01 -4.45 0.50
C -0.95 -4.40 -0.70
C -0.29 -3.84 -1.93
O -1.37 -5.72 -1.02
H 1.01 -4.82 0.27
H -0.41 -5.12 1.25
H 0.16 -3.44 0.89
H -1.86 -3.86 -0.46
H 0.51 -4.44 -2.37
H 0.12 -2.84 -1.79
H -1.08 -3.76 -2.68
H -2.13 -5.78 -1.61
C 0.51 4.79 -3.91
C -0.05 3.50 -4.53
C -0.64 2.55 -3.44
O -1.06 3.93 -5.46
H 0.85 5.50 -4.66
H 1.35 4.41 -3.31
H -0.18 5.37 -3.31
H 0.71 2.99 -5.12
H 0.15 2.11 -2.83
H -1.34 1.80 -3.79
H -1.21 3.11 -2.70
H -1.86 4.18 -4.99
C -2.89 2.22 -0.60
O -3.29 3.47 -1.20
H -2.55 1.46 -1.29
H -2.05 2.41 0.07
H -3.65 1.83 0.08
H -3.57 4.13 -0.56
C 5.53 1.23 0.29
O 4.38 1.85 0.80
H 5.47 1.07 -0.79
H 6.44 1.79 0.51
H 5.72 0.22 0.64
H 3.72 1.16 0.87
C -0.13 -0.71 -4.21
O 1.28 -0.88 -4.29
H -0.67 -1.65 -4.07
H -0.25 -0.18 -3.27
H -0.55 -0.07 -4.99
H 1.48 -1.52 -4.99
C -3.07 -1.23 0.84
O -4.34 -1.83 1.16
H -2.31 -1.99 0.64
H -3.11 -0.59 -0.04
H -2.76 -0.60 1.68
H -4.58 -2.53 0.55
C 3.90 -3.59 0.61
O 4.98 -3.64 -0.31
H 3.74 -2.57 0.96
H 3.00 -3.92 0.09
H 4.10 -4.23 1.47
H 5.81 -3.38 0.09
C 0.37 -1.60 4.65
O 0.47 -2.38 3.45
H 0.70 -2.24 5.47
H 1.09 -0.79 4.69
H -0.67 -1.31 4.83
H 0.35 -1.81 2.69
```

LUMO ... 2.486 eV
Charge ... -1

---

# 4
Here is 8 unconnected molecules or ions with the total composition C15H48N2O13P2 from the OMol25 dataset. Energies are from wB97M-V/def2-TZVPD.

The geometry in XYZ format:
```
80
Properties=species:S:1:pos:R:3
C 0.23 -2.53 0.44
C 0.87 -1.93 -0.86
C 0.35 -0.50 -1.21
P 0.82 0.94 -0.15
C 0.87 1.04 1.74
C -0.27 1.85 2.42
C 1.27 2.53 -1.06
C 0.93 3.81 -0.26
O 1.79 4.86 -0.79
C 2.68 5.27 0.16
O 3.78 5.54 -0.09
O -0.90 1.38 -0.01
N -1.48 1.90 -1.12
O -2.65 2.00 -0.95
P 3.00 0.43 -0.08
N 3.33 -0.77 0.87
O 3.64 0.19 -1.61
O 3.94 1.66 0.53
H 0.32 -1.88 1.31
H 0.84 -3.43 0.67
H -0.79 -2.91 0.26
H 0.47 -2.58 -1.67
H 1.96 -2.07 -0.91
H -0.74 -0.62 -1.32
H 0.70 -0.28 -2.24
H 0.85 0.04 2.20
H 1.83 1.48 2.09
H -1.21 1.30 2.51
H -0.41 2.86 2.01
H 0.06 2.01 3.47
H 0.84 2.54 -2.09
H 2.35 2.60 -1.25
H 1.24 3.66 0.79
H -0.12 4.12 -0.38
H 2.36 5.40 1.22
H 2.46 -1.13 1.25
H 2.90 -0.01 -2.22
H 4.54 2.00 -0.16
C -3.93 -0.65 2.60
O -3.09 -1.78 2.40
H -4.15 -0.20 1.63
H -4.87 -0.97 3.07
H -3.43 0.08 3.24
H -2.91 -2.17 3.26
C -1.57 3.49 -4.70
O -0.20 3.41 -4.32
H -1.99 2.49 -4.67
H -2.11 4.13 -4.00
H -1.66 3.89 -5.71
H 0.16 4.31 -4.35
C -6.31 -1.83 -0.46
O -6.20 -2.99 0.34
H -6.84 -2.08 -1.38
H -6.86 -1.05 0.07
H -5.31 -1.46 -0.72
H -5.72 -2.75 1.14
C 2.82 -2.51 4.61
O 2.40 -2.18 3.30
H 2.30 -1.87 5.32
H 2.58 -3.56 4.82
H 3.90 -2.35 4.71
H 2.88 -2.76 2.69
C 3.39 -2.33 -4.39
O 2.07 -1.77 -4.47
H 3.69 -2.35 -3.34
H 3.38 -3.34 -4.79
H 4.09 -1.71 -4.95
H 1.83 -1.76 -5.40
C -6.40 2.91 -0.77
O -6.34 1.70 -0.02
H -7.43 3.25 -0.80
H -5.77 3.67 -0.29
H -6.05 2.73 -1.79
H -5.41 1.42 -0.01
C 4.77 -5.22 2.41
O 3.38 -4.95 2.58
H 5.31 -4.28 2.47
H 5.12 -5.89 3.20
H 4.95 -5.67 1.43
H 2.91 -5.79 2.52
```

SMILES ... CCCP(CC)(CCOC=O)(ON=O)P(=N)(O)O.CO.CO.CO.CO.CO.CO.CO
LUMO ... 0.327 eV
Charge ... 0

---

Max |F| for the records above, in order: 16.1, 6.5, 2.8, 3.3 eV Å⁻¹